Entry 1:
Computed, not measured: C11H15MnN3O5 as an isolated structure in a non-equilibrium geometry, with ωB97M-V with the def2-TZVPD basis set.

frontier orbital gap (spin up / spin down)	8.70 / 8.68	eV
energy relative to the best compared isomer or geometry (same formula, charge and spin)	30.7	kJ/mol
LUMO level (spin up / spin down)	-0.3 / -0.6	eV

Structure (ORCA input):
```
! wB97M-V def2-TZVPD RIJCOSX def2/J DEFGRID3
* xyz 0 6
H -4.5184 -2.3323 2.4419
C 2.3970 1.0904 0.1323
H 0.4668 1.8667 0.7078
H 0.7508 -0.8484 0.2966
N 1.0996 -0.8698 -0.6614
C 3.4814 0.1959 0.7386
H 3.9669 0.7194 1.5560
C -2.4444 0.1413 0.3766
O -1.4657 2.0735 -0.5362
H 2.2372 2.9106 -1.0043
N 1.6920 0.4077 -0.9838
H 1.7613 -1.6422 -0.7600
N -1.8315 -0.4119 -0.6612
O -2.6425 2.3259 1.3531
H 4.2371 -0.0567 0.0000
H 3.4761 2.9653 0.2572
Mn -0.4282 0.7380 -1.8763
O -0.9364 -0.9457 -2.9718
H -3.0945 -3.4949 -0.5896
H 2.3611 0.2450 -1.7426
C 1.3599 1.4686 1.1913
O -1.3890 -3.1283 -2.8152
H 3.7742 2.0518 -1.2239
C -2.1809 1.6721 0.4410
H 3.0619 -0.7229 1.1417
O -4.1870 -2.7846 1.6542
C -2.0812 -1.6606 -1.0434
C 3.0140 2.3376 -0.4986
C -1.4094 -1.9859 -2.4106
C -3.2695 -0.6074 1.1949
H -3.7383 -0.1308 2.0418
C -3.4601 -1.9579 0.8839
C -2.8957 -2.4799 -0.2887
H 1.0780 0.6171 1.8090
H 1.7574 2.2335 1.8499
*
```

Atomic partial charges in e from the natural (NBO) method, atoms 1 to 2:
1. H 0.489
2. C 0.108

Entry 2:
Computed, not measured: C2H10B2N2 as an isolated structure in a non-equilibrium geometry, with ωB97M-V with the def2-TZVPD basis set.

frontier orbital gap	9.91	eV
energy relative to the best compared isomer or geometry (same formula, charge and spin)	277.3	kJ/mol
LUMO level	0.7	eV

Structure (ORCA input):
```
! wB97M-V def2-TZVPD RIJCOSX def2/J DEFGRID3
* xyz 0 1
H -1.2354 2.0810 1.3279
H -1.5329 -1.1395 -4.1816
H 0.3285 -0.2311 0.8975
H 1.8664 -0.3017 4.5077
H -1.2709 2.8470 1.4714
C -0.0043 0.2648 0.0049
H -0.6436 0.3351 -2.6170
N 3.1164 0.3831 2.5407
B -1.6636 -1.3251 -2.9748
B 2.5685 0.0415 3.6149
N -1.0590 -0.4171 -2.1234
C -0.7182 -0.5832 -0.7593
H -2.2614 -2.2897 -2.4860
H 3.2388 0.7352 1.7070
H -0.9347 -1.6263 -0.4131
H 0.2054 1.2260 -0.5168
*
```

Atomic partial charges in e from the natural (NBO) method, atoms 1 to 2:
1. H 0.004
2. H -0.076

Entry 3:
Computed, not measured: C30H43As3N3O3PRuS as an isolated structure in a non-equilibrium geometry, with ωB97M-V with the def2-TZVPD basis set.

frontier orbital gap (spin up / spin down)	8.32 / 6.45	eV
energy relative to the best compared isomer or geometry (same formula, charge and spin)	7.1	kJ/mol
LUMO level (spin up / spin down)	-2.7 / -4.6	eV

Structure (ORCA input):
```
! wB97M-V def2-TZVPD RIJCOSX def2/J DEFGRID3
* xyz 1 2
C -1.6773 3.7461 -3.0246
C -0.1268 -0.0949 -4.2803
H -0.0817 -3.1389 0.0362
H -0.2330 -1.4599 -5.9246
C 4.2150 2.9002 -3.3021
O 1.2154 -1.1325 -0.9809
H 1.3546 1.2453 3.9618
H -0.1882 0.3988 3.8421
H 3.4379 3.1698 -5.2862
C -0.7025 3.3264 -2.1249
H -3.9869 -0.0542 -4.4189
C -2.2661 -1.6532 -1.2504
H -2.9783 -0.8994 -1.5689
H -0.0459 6.3098 -0.6492
H -1.6014 -3.4349 0.8705
H 1.2090 -0.3995 4.6254
H -1.1894 -0.8484 5.9920
H 0.9527 -0.1374 -4.2305
H 1.1728 2.4032 -4.6977
C 1.4157 -2.3790 2.2341
H 0.6824 3.9784 -0.6090
C 3.4078 -0.1783 2.3324
P -0.0203 1.6288 -2.0826
H -2.5208 -0.2549 2.4507
C -0.7976 -0.8520 -5.2306
H -2.8114 1.2565 -2.7017
C 2.6670 2.0469 -1.6877
C -2.9053 -0.0635 -4.3832
C 3.2215 2.8519 -4.2755
H 2.0226 -2.7241 1.3924
C -2.8467 -0.6605 1.4959
H -0.6315 -5.1300 2.3235
C -1.9707 2.3807 0.7139
C 1.9542 2.4107 -3.9480
H 3.0833 0.9101 -0.0855
N 2.4494 -1.2222 -1.4832
C 0.8906 0.2688 3.8254
H 1.9425 -2.6444 3.1542
C 3.9388 2.5037 -2.0068
H -2.4461 -2.0859 5.7597
C -2.0840 5.0735 -3.0457
N -3.0378 2.4762 0.2843
H 2.4923 2.3951 0.3202
As 1.4968 -0.4425 2.1264
H 3.6460 0.8853 2.3155
C -0.6989 -2.8167 0.8791
H -3.4770 0.0774 1.0039
H -3.4016 -1.5838 1.6564
C -0.8380 -2.6413 3.3852
C -0.8463 0.6870 -3.3801
H -1.0142 -1.5641 3.3630
H -2.8017 -2.5703 -1.0055
C 0.3073 -4.5745 2.2772
C -2.1826 -0.8287 -5.2896
C -1.5143 5.9953 -2.1843
C -0.1073 4.2708 -1.2879
H 0.8631 -4.9159 1.4021
H -2.8484 5.3830 -3.7458
O 3.3862 -0.9633 -0.7353
N 2.3798 1.6130 -0.3200
As -1.3456 -1.0462 0.3344
C -0.5129 5.5928 -1.3113
H -0.5358 -5.5445 5.0102
S -0.3970 2.2259 1.3294
H 3.9435 -0.6903 1.5376
H -1.8375 7.0275 -2.2014
C -2.2419 0.6819 -3.4239
C -1.4367 -1.9009 6.1283
H 4.7094 2.5359 -1.2458
H -1.4026 -2.1232 7.1938
H 5.2063 3.2503 -3.5560
H -2.0826 -4.6838 5.1926
C 1.6702 1.9847 -2.6487
H 0.8958 -4.8239 3.1627
H -2.1204 3.0581 -3.7272
H -2.7018 -1.4135 -6.0374
O 2.5466 -1.5990 -2.6173
H -1.0215 -4.9334 6.5926
As -0.1306 -3.0285 5.1997
C -1.0445 -4.7305 5.5225
H 3.7031 -0.5833 3.2999
Ru 0.5382 0.5245 0.0151
H -1.8195 -3.1177 3.2986
H -1.5491 -1.8424 -2.0474
C 0.0417 -3.0642 2.2027
*
```

Atomic partial charges in e from the Mulliken method, atoms 1 to 2:
1. C -0.716
2. C -0.793

Entry 4:
Computed, not measured: a 2-piece molecular cluster, C3H6N2 overall in a non-equilibrium geometry, with ωB97M-V with the def2-TZVPD basis set.

frontier orbital gap	9.71	eV
energy relative to the best compared isomer or geometry (same formula, charge and spin)	300.3	kJ/mol
LUMO level	1.1	eV

Structure (ORCA input):
```
! wB97M-V def2-TZVPD RIJCOSX def2/J DEFGRID3
* xyz 0 1
N -0.2811 0.9343 1.5337
H 0.4178 0.7776 2.3211
H 1.2344 0.9917 -1.1324
C -1.3030 0.9676 0.9638
H 2.3199 -0.2089 -0.6970
H -1.0665 0.4142 -0.7979
C -0.8172 -0.6053 -0.9932
H 0.7750 -1.9554 -1.2162
C 0.4408 -0.9230 -0.9320
N 1.3932 0.1473 -0.5680
H -1.6110 -1.3283 -1.1887
*
```

Atomic partial charges in e from the natural (NBO) method, atoms 1 to 2:
1. N -0.728
2. H 0.464

Entry 5:
Computed, not measured: C36H30As2AuI as an isolated structure, with ωB97M-V with the def2-TZVPD basis set.

frontier orbital gap (spin up / spin down)	8.43 / 4.95	eV
LUMO level (spin up / spin down)	-5.0 / -8.4	eV

Structure (ORCA input):
```
! wB97M-V def2-TZVPD RIJCOSX def2/J DEFGRID3
* xyz 2 3
H -0.9784 -1.8593 7.8247
C 1.1777 1.3961 2.6849
H 4.9139 -0.9248 1.6466
H 0.1197 -2.1811 3.6299
H -0.0335 6.2511 0.0349
C 2.5301 -4.4139 2.1641
C 4.9887 -0.5150 0.6458
C -1.0761 3.1010 -0.7969
C -3.5581 4.4471 -0.7769
H 2.5659 0.5559 7.6816
C -2.2838 2.4612 -1.1631
I -2.1788 0.5071 -1.9191
C -3.4915 3.0844 -1.1578
C 1.6577 0.2033 7.2123
C 1.2510 4.5745 -0.1957
H 7.3284 0.3613 -1.6332
H -4.3909 2.5664 -1.4638
C -1.1541 4.4825 -0.4772
C -1.1924 -0.7038 2.7371
H 3.0686 0.5374 -1.9593
H 2.1553 5.1346 0.0035
As -0.3739 0.7542 3.6521
C -2.2659 -0.4679 1.8807
H 3.1994 0.7105 2.4818
C -0.7110 -0.7140 6.0399
H 3.1968 -2.4589 2.7110
H 2.1427 -0.5254 3.1425
H 1.9232 1.4010 5.4645
H 1.5914 2.2086 3.2822
C 0.0377 5.1930 -0.1836
C 3.9565 0.3028 -1.3830
C 0.1318 0.1790 5.3601
C 0.8380 -0.7102 7.8729
H 0.7488 -2.7197 -0.8190
C 6.2393 -0.3072 0.0878
H -3.6954 -1.3735 0.5698
H 0.7879 1.8505 1.7726
C -2.4198 5.1262 -0.4683
C 2.6159 -3.0384 2.0030
C 1.9705 -2.4284 0.9294
C -1.2913 -3.0533 2.2775
C 1.8111 -5.1770 1.2514
C 2.1982 0.2837 2.4142
C 1.1739 -4.5687 0.1791
C 1.2486 -3.1917 0.0198
C -0.3435 -1.1641 7.2928
H -4.5172 4.9464 -0.7666
H 2.3047 2.6933 -0.4304
C 1.3371 3.1823 -0.4578
C 1.3006 0.6690 5.9628
H -1.6340 -1.0551 5.5882
C -0.7039 -1.9953 2.9523
C 3.8493 -0.2064 -0.0932
C 5.2135 0.5081 -1.9360
H 3.0374 -4.8924 2.9915
H 0.6228 -5.1658 -0.5355
C -2.8522 -1.5405 1.2268
H 7.1289 -0.5484 0.6541
C -2.3653 -2.8268 1.4251
H 1.1170 -1.0598 8.8581
H -2.8334 -3.6614 0.9198
C 0.2009 2.4886 -0.7341
H -0.9124 -4.0558 2.4281
Au 0.3253 0.3442 -0.7623
H 5.3040 0.9015 -2.9395
H 1.7559 -6.2508 1.3734
As 2.1096 -0.5343 0.6308
C 6.3496 0.2030 -1.2009
H -2.4618 6.1805 -0.2245
H -2.6466 0.5349 1.7287
*
```

Atomic partial charges in e from the natural (NBO) method, atoms 1 to 2:
1. H 0.247
2. C -0.737

Entry 6:
Computed, not measured: CH5O2 as an isolated structure in a non-equilibrium geometry, with ωB97M-V with the def2-TZVPD basis set.

frontier orbital gap	8.10	eV
energy relative to the best compared isomer or geometry (same formula, charge and spin)	10.4	kJ/mol
LUMO level	4.9	eV

Structure (ORCA input):
```
! wB97M-V def2-TZVPD RIJCOSX def2/J DEFGRID3
* xyz -1 1
H 0.5870 2.0082 -0.6114
O -0.8733 -0.1002 -0.3933
H -0.6914 -0.5967 1.6091
H 0.8347 -0.5637 0.6203
H -0.3848 -1.9144 0.5383
H -0.0342 0.5967 -1.0502
O 0.7997 1.3906 -1.3216
C -0.2376 -0.8205 0.6087
*
```

Atomic partial charges in e from the natural (NBO) method, atoms 1 to 2:
1. H 0.423
2. O -0.903

| no. | E (eV) |
| --- | --- |
| 1 | -57680.067 |
| 2 | -6567.178 |
| 3 | -247635.893 |
| 4 | -6185.432 |
| 5 | -171272.323 |
| 6 | -5212.837 |